Arrangement A

{"formula": "C3H9NO3", "method": "ωB97M-V/def2-TZVPD", "elements": ["O", "O", "O", "N", "C", "C", "C", "H", "H", "H", "H", "H", "H", "H", "H", "H"], "positions_angstrom": [[-0.882, -1.941, 2.876], [1.575, 2.510, -0.033], [-1.447, 0.136, -1.827], [0.696, -0.905, -0.325], [0.727, 0.458, -0.808], [-0.669, 1.088, -1.056], [1.351, 1.373, 0.274], [1.269, 0.552, -1.752], [1.454, -1.011, 0.331], [0.588, -1.668, -0.980], [-1.170, 1.186, -0.096], [-1.716, -1.520, 2.627], [1.569, 0.859, 1.231], [-0.813, -2.729, 2.337], [-1.891, -0.396, -1.173], [-0.643, 2.008, -1.625]], "smiles": "N[C@H](C=O)CO.O", "multiplicity": 1, "lumo_energy_ev": 0.5079}

***

Arrangement B

{"formula": "C3H9NO3", "method": "ωB97M-V/def2-TZVPD", "elements": ["O", "O", "O", "N", "C", "C", "C", "H", "H", "H", "H", "H", "H", "H", "H", "H"], "positions_angstrom": [[1.894, -0.150, 1.468], [-1.927, -1.882, 0.286], [-0.058, -1.231, 1.615], [-0.272, -0.230, -1.154], [0.742, -0.304, 1.149], [0.155, 0.591, 0.019], [1.116, 1.663, -0.502], [1.092, 2.582, 0.084], [-0.701, 1.155, 0.400], [-2.470, -1.703, 1.081], [-2.028, -0.958, -0.023], [-0.132, 0.297, -2.003], [0.211, -1.101, -1.351], [2.137, 1.244, -0.445], [-0.813, -1.832, 0.961], [1.054, 1.860, -1.584]], "multiplicity": 1, "lumo_energy_ev": 0.2933}

***

Arrangement C

{"formula": "C3H9NO3", "method": "ωB97M-V/def2-TZVPD", "elements": ["O", "O", "O", "N", "C", "C", "C", "H", "H", "H", "H", "H", "H", "H", "H", "H"], "positions_angstrom": [[0.839, 2.479, 0.077], [-2.302, -1.063, 1.181], [0.547, -1.765, 0.614], [-0.660, 0.256, -1.427], [0.672, 0.186, -0.786], [0.826, 1.096, 0.414], [0.831, -1.283, -0.443], [0.394, 2.624, -0.762], [-1.282, -0.378, -0.939], [-2.721, -1.385, 1.982], [-1.452, -0.687, 1.446], [1.751, 0.897, 0.958], [-1.028, 1.197, -1.345], [1.404, 0.454, -1.554], [-0.031, 0.902, 1.070], [1.155, -1.883, -1.317]], "smiles": "N[C@H](C=O)CO.O", "multiplicity": 1, "lumo_energy_ev": 0.6778}

***

Most stable pick: arrangement B. Distance to second place: 0.114 eV.

***

Arrangement A

{"formula": "C3H9NO3", "method": "ωB97M-V/def2-TZVPD", "elements": ["O", "O", "O", "N", "C", "C", "C", "H", "H", "H", "H", "H", "H", "H", "H", "H"], "positions_angstrom": [[0.017, -0.145, 1.183], [-1.893, 3.440, 0.080], [2.853, -5.473, -0.404], [0.469, -0.626, -0.911], [-0.138, 0.221, 0.027], [-1.070, 1.282, -0.206], [-0.919, 2.545, 0.589], [0.235, 2.945, 0.462], [3.214, -6.012, 0.326], [0.542, -0.371, -1.783], [-1.234, 1.455, -1.341], [0.988, -1.375, -0.604], [-1.170, 2.430, 1.681], [3.505, -5.501, -1.103], [-2.308, 3.086, -0.705], [-2.107, 0.853, 0.108]], "smiles": "NC(=O)CCO.O", "multiplicity": 1, "lumo_energy_ev": 0.7298}

***

Arrangement B

{"formula": "C3H9NO3", "method": "ωB97M-V/def2-TZVPD", "elements": ["O", "O", "O", "N", "C", "C", "C", "H", "H", "H", "H", "H", "H", "H", "H", "H"], "positions_angstrom": [[0.159, -1.589, 0.289], [-2.189, -0.270, 0.548], [-1.872, -0.288, -1.722], [2.249, 0.197, 0.707], [0.723, 0.728, 0.535], [0.209, -0.336, -0.354], [-1.411, 0.250, -0.499], [-1.810, -1.154, 0.720], [2.668, 0.537, 1.572], [-2.817, -0.067, -1.771], [0.277, 0.741, 1.529], [1.081, -1.905, 0.317], [-1.541, 1.335, -0.523], [0.648, -0.384, -1.350], [0.787, 1.708, 0.068], [2.840, 0.499, -0.067]], "smiles": "NC[C@@H](O)C(O)O", "multiplicity": 1, "lumo_energy_ev": 0.8775}

***

Most stable pick: arrangement A. Distance to second place: 0.116 eV.

***

Arrangement A

{"formula": "C12H16N2O", "method": "ωB97M-V/def2-TZVPD", "elements": ["O", "N", "N", "C", "C", "C", "C", "C", "C", "C", "C", "C", "C", "C", "C", "H", "H", "H", "H", "H", "H", "H", "H", "H", "H", "H", "H", "H", "H", "H", "H"], "positions_angstrom": [[2.647, -0.320, 2.878], [-0.869, 2.259, -1.363], [1.978, 0.928, 1.112], [2.181, -0.262, 1.761], [2.693, -1.972, -0.043], [-0.832, -1.228, -2.556], [-0.930, 0.876, -1.507], [-1.513, -1.065, -0.230], [-1.345, 0.335, -0.283], [1.667, -1.457, 0.975], [-1.311, 2.558, -0.081], [-1.309, -1.807, -1.367], [-0.666, 0.145, -2.655], [-1.609, 1.431, 0.610], [-2.260, 1.396, 1.965], [1.460, -2.250, 1.678], [-0.184, 2.821, -1.838], [-0.319, 0.522, -3.609], [-2.157, 2.365, 2.382], [3.087, -1.112, -0.600], [0.771, -1.127, 0.465], [-0.713, -1.944, -3.360], [2.013, 1.860, 1.484], [-1.903, -1.458, 0.704], [-1.802, 0.602, 2.556], [2.215, -2.705, -0.676], [1.445, 0.929, 0.255], [-3.320, 1.209, 1.879], [-1.229, 3.588, 0.241], [3.594, -2.248, 0.513], [-1.480, -2.868, -1.289]], "smiles": "Cc1c[nH]c2ccccc12.CCC(N)=O", "multiplicity": 1, "lumo_energy_ev": 0.6408}

***

Arrangement B

{"formula": "C12H16N2O", "method": "ωB97M-V/def2-TZVPD", "elements": ["O", "N", "N", "C", "C", "C", "C", "C", "C", "C", "C", "C", "C", "C", "C", "H", "H", "H", "H", "H", "H", "H", "H", "H", "H", "H", "H", "H", "H", "H", "H"], "positions_angstrom": [[1.798, -0.394, -1.258], [3.385, 2.752, -2.384], [-3.037, -0.987, 0.705], [-0.621, -1.332, 0.141], [3.589, 2.471, -0.063], [0.514, -0.517, -2.031], [-3.506, 0.450, 1.059], [2.872, 1.481, -2.541], [2.853, 1.286, -0.169], [3.702, 3.164, -1.232], [2.541, 0.725, -1.383], [-1.582, -1.540, 2.629], [-1.683, -2.864, 1.829], [-1.740, -1.520, 1.131], [-0.681, -0.571, -1.003], [-2.663, -3.191, 2.017], [-3.033, 1.223, 0.385], [4.080, 4.217, -1.078], [-0.857, -3.533, 1.619], [2.587, 1.061, -3.533], [0.586, -1.461, -2.596], [-3.754, -1.742, 0.777], [-3.139, 0.767, 2.031], [-1.603, -0.110, -1.355], [0.287, -1.851, 0.419], [3.929, 2.994, 0.745], [-0.690, -1.130, 3.005], [-2.496, -1.315, 3.197], [2.515, 0.721, 0.698], [0.425, 0.365, -2.716], [-4.576, 0.381, 0.954]], "smiles": "CNC1(/C=C/COc2cccnc2)CC1", "multiplicity": 1, "lumo_energy_ev": 0.8776}

***

Most stable pick: arrangement A. Distance to second place: 4.621 eV.

***

Arrangement A

{"formula": "CHBrClNO2", "method": "ωB97M-V/def2-TZVPD", "elements": ["Br", "Cl", "O", "O", "N", "C", "H"], "positions_angstrom": [[-2.992, 0.595, 0.202], [2.157, -1.233, 0.288], [-0.968, 0.941, 0.026], [-0.736, -1.247, 0.252], [-0.164, -0.167, -0.014], [1.151, 0.090, -0.147], [1.552, 1.021, -0.608]], "smiles": "[O-]/[N+](=C\\Cl)OBr", "multiplicity": 1, "lumo_energy_ev": -2.6829}

***

Arrangement B

{"formula": "CHBrClNO2", "method": "ωB97M-V/def2-TZVPD", "elements": ["Br", "Cl", "O", "O", "N", "C", "H"], "positions_angstrom": [[-2.778, 0.095, -0.001], [0.069, 0.996, -1.923], [0.185, 1.213, 1.799], [0.141, 2.753, 0.289], [0.062, 1.615, 0.668], [-0.158, 0.584, -0.332], [0.024, -0.429, 0.008]], "multiplicity": 1, "lumo_energy_ev": [-2.9520, -3.2641]}

***

Most stable pick: arrangement B. Distance to second place: 0.943 eV.

***

Arrangement A

{"formula": "C2HN3O2", "method": "ωB97M-V/def2-TZVPD", "elements": ["O", "O", "N", "N", "N", "C", "C", "H"], "positions_angstrom": [[-0.607, 1.840, 0.926], [0.928, -1.663, -1.279], [1.032, 0.790, 0.111], [0.749, 1.887, 0.534], [-1.012, 0.581, 0.708], [-0.047, -1.358, -0.570], [-0.050, -0.062, 0.165], [-0.995, -2.014, -0.595]], "smiles": "O=Cc1nnon1", "multiplicity": 1, "lumo_energy_ev": -0.9480}

***

Arrangement B

{"formula": "C2HN3O2", "method": "ωB97M-V/def2-TZVPD", "elements": ["O", "O", "N", "N", "N", "C", "C", "H"], "positions_angstrom": [[0.586, -1.526, -0.148], [-0.781, -1.492, 0.041], [-0.675, -0.038, 0.116], [-2.496, 1.623, -0.149], [1.701, 0.550, 0.107], [0.722, -0.155, 0.076], [-1.670, 0.841, 0.019], [2.611, 0.196, -0.062]], "smiles": "[H]/N=c1\\oon1C#N", "multiplicity": 1, "lumo_energy_ev": -0.0340}

***

Most stable pick: arrangement A. Distance to second place: 2.774 eV.

***

Arrangement A

{"formula": "C2HN3O2", "method": "ωB97M-V/def2-TZVPD", "elements": ["O", "O", "N", "N", "N", "C", "C", "H"], "positions_angstrom": [[-0.147, -0.160, 1.483], [-0.854, -2.174, 0.660], [-0.053, 1.511, -0.005], [0.111, -0.705, -0.885], [-0.306, 1.144, 1.116], [-0.401, -1.124, 0.326], [0.528, 0.534, -0.969], [1.122, 0.974, -1.725]], "smiles": "O=c1ncnno1", "multiplicity": 1, "lumo_energy_ev": -1.6628}

***

Arrangement B

{"formula": "C2HN3O2", "method": "ωB97M-V/def2-TZVPD", "elements": ["O", "O", "N", "N", "N", "C", "C", "H"], "positions_angstrom": [[-2.966, 3.516, -0.013], [-3.877, 1.430, -0.310], [0.184, -0.042, 0.102], [0.316, -0.939, 0.727], [3.734, 0.547, 0.167], [-3.436, 2.470, -0.151], [3.887, -0.562, 0.403], [3.366, 1.485, -0.163]], "multiplicity": 1, "lumo_energy_ev": 0.4433}

***

Most stable pick: arrangement B. Distance to second place: 3.731 eV.

***

Arrangement A

{"formula": "C33H24ClIIrN6O2", "method": "ωB97M-V/def2-TZVPD", "elements": ["Ir", "I", "Cl", "O", "O", "N", "N", "N", "N", "N", "N", "C", "C", "C", "C", "C", "C", "C", "C", "C", "C", "C", "C", "C", "C", "C", "C", "C", "C", "C", "C", "C", "C", "C", "C", "C", "C", "C", "C", "C", "C", "C", "C", "C", "H", "H", "H", "H", "H", "H", "H", "H", "H", "H", "H", "H", "H", "H", "H", "H", "H", "H", "H", "H", "H", "H", "H", "H"], "positions_angstrom": [[-0.189, -0.482, 0.255], [-2.006, -3.782, -3.732], [-6.931, -2.191, -1.385], [-1.144, -1.852, -1.418], [-0.080, 1.391, 1.435], [0.257, -2.526, 1.151], [-2.483, -0.576, 0.573], [1.545, -0.409, -1.295], [-0.605, 1.156, -1.260], [2.007, 0.782, 2.087], [1.619, -0.421, 1.740], [1.085, 5.381, 1.125], [3.709, -1.050, -2.062], [-4.572, -1.367, -0.314], [-3.127, -2.742, -2.325], [-5.245, -0.700, 0.724], [2.195, -1.511, 2.090], [0.691, 4.059, 1.203], [3.423, -1.574, 2.936], [-0.512, -3.583, 0.905], [-1.702, 1.903, -1.175], [2.632, -1.169, -1.202], [2.267, 5.786, 1.732], [1.225, -5.086, 1.520], [-5.234, -2.121, -1.341], [1.493, -2.710, 1.662], [-4.524, 0.046, 1.627], [-0.094, 2.164, -3.342], [-0.072, -4.882, 1.074], [-2.050, 2.827, -2.142], [3.057, 4.863, 2.406], [2.009, -3.989, 1.839], [1.500, 3.122, 1.852], [1.458, 0.499, -2.270], [-3.134, 0.087, 1.516], [-4.505, -2.797, -2.310], [-3.170, -1.279, -0.342], [1.100, 1.712, 1.797], [-2.386, -1.953, -1.377], [2.680, 3.533, 2.471], [-1.234, 2.946, -3.256], [0.220, 1.291, -2.307], [3.640, -0.097, -3.065], [2.503, 0.686, -3.166], [1.615, -6.089, 1.629], [2.640, -1.907, -0.412], [4.456, 0.031, -3.763], [4.572, -1.690, -1.954], [3.288, 2.817, 3.005], [2.577, 6.820, 1.676], [-0.235, 3.726, 0.755], [2.435, 1.435, -3.941], [0.467, 6.095, 0.596], [-2.939, 3.430, -2.031], [3.760, -0.572, 3.186], [-5.020, -3.371, -3.067], [-2.529, 0.671, 2.200], [3.009, -4.114, 2.225], [3.970, 5.182, 2.889], [-6.320, -0.785, 0.800], [-1.521, -3.380, 0.574], [-0.731, -5.710, 0.860], [-5.018, 0.598, 2.413], [3.218, -2.123, 3.857], [-2.306, 1.763, -0.290], [-1.473, 3.646, -4.044], [0.536, 2.234, -4.215], [4.230, -2.095, 2.417]], "multiplicity": 2, "total_charge": 2, "s2": 0.769, "lumo_energy_ev": [-7.6746, -7.9429]}

***

Arrangement B

{"formula": "C33H24ClIIrN6O2", "method": "ωB97M-V/def2-TZVPD", "elements": ["Ir", "I", "Cl", "O", "O", "N", "N", "N", "N", "N", "N", "C", "C", "C", "C", "C", "C", "C", "C", "C", "C", "C", "C", "C", "C", "C", "C", "C", "C", "C", "C", "C", "C", "C", "C", "C", "C", "C", "C", "C", "C", "C", "C", "C", "H", "H", "H", "H", "H", "H", "H", "H", "H", "H", "H", "H", "H", "H", "H", "H", "H", "H", "H", "H", "H", "H", "H", "H"], "positions_angstrom": [[-0.185, -0.115, -0.736], [-2.213, -2.687, -4.733], [-6.789, -1.602, -1.524], [-0.110, 1.693, 0.433], [-0.952, -1.219, -2.182], [1.513, -0.127, -1.965], [2.040, 1.300, 1.031], [1.568, 0.064, 0.820], [-2.092, -0.175, -0.002], [0.137, -1.975, 0.287], [-0.607, 1.434, -2.025], [-1.973, 3.181, -2.861], [3.513, -0.110, -3.867], [1.224, -2.175, 1.072], [-2.920, -0.771, -0.922], [-4.308, -0.853, -0.708], [0.313, 5.801, 1.032], [-2.581, 0.321, 1.117], [-0.669, -3.017, 0.054], [2.499, 5.393, 1.963], [3.198, -1.019, 2.298], [2.027, -0.987, 1.376], [0.168, 4.448, 0.777], [-1.690, 2.208, -1.926], [1.523, -3.418, 1.602], [-4.483, -1.975, -2.841], [3.542, -1.021, -2.826], [1.451, 0.735, -3.000], [-2.295, -1.297, -2.080], [2.520, -0.998, -1.898], [2.360, 4.040, 1.712], [1.193, 3.563, 1.114], [1.478, 6.272, 1.625], [2.449, 0.771, -3.958], [-0.440, -4.279, 0.571], [-3.086, -1.895, -3.030], [0.683, -4.491, 1.350], [-1.100, 3.360, -3.922], [-3.952, 0.261, 1.399], [0.036, 2.571, -4.003], [-5.083, -1.477, -1.720], [1.039, 2.132, 0.836], [-4.808, -0.310, 0.495], [0.265, 1.610, -3.033], [-1.529, -2.849, -0.572], [-5.871, -0.352, 0.692], [0.736, 2.708, -4.812], [0.901, -5.468, 1.758], [-2.863, 3.784, -2.751], [2.403, -3.533, 2.217], [-4.314, 0.675, 2.329], [2.896, -1.385, 3.281], [2.397, 1.474, -4.775], [-2.326, 2.045, -1.069], [-1.295, 4.110, -4.676], [1.589, 7.329, 1.827], [-0.737, 4.071, 0.321], [3.402, 5.765, 2.428], [3.146, 3.346, 1.974], [-1.136, -5.074, 0.349], [-0.480, 6.489, 0.774], [4.337, -1.745, -2.727], [-1.872, 0.790, 1.786], [3.969, -1.690, 1.915], [3.613, -0.021, 2.401], [-5.091, -2.448, -3.601], [4.300, -0.094, -4.609], [2.500, -1.703, -1.082]], "multiplicity": 2, "total_charge": 2, "s2": 0.758, "lumo_energy_ev": [-6.1908, -7.3814]}

***

Most stable pick: arrangement B. Distance to second place: 3.113 eV.

***

Arrangement A

{"formula": "CH2N2OS2", "method": "ωB97M-V/def2-TZVPD", "elements": ["S", "S", "O", "N", "N", "C", "H", "H"], "positions_angstrom": [[1.124, 1.185, -1.111], [-1.884, -1.197, -0.052], [-0.837, -0.427, -1.625], [1.327, 0.323, 1.530], [0.342, -0.590, -1.666], [1.124, 0.727, 0.416], [0.662, -0.052, 2.119], [-1.858, 0.031, 0.388]], "multiplicity": 1, "lumo_energy_ev": [-0.6931, -0.6902]}

***

Arrangement B

{"formula": "CH2N2OS2", "method": "ωB97M-V/def2-TZVPD", "elements": ["S", "S", "O", "N", "N", "C", "H", "H"], "positions_angstrom": [[-1.150, 1.165, 0.366], [-2.330, -0.319, 0.407], [-1.256, 1.923, -0.860], [0.728, -1.263, -0.166], [-0.055, -1.992, -0.550], [1.118, -0.092, 0.097], [1.018, 0.152, 1.137], [1.927, 0.427, -0.431]], "multiplicity": 1, "lumo_energy_ev": -1.1215}

***

Most stable pick: arrangement B. Distance to second place: 2.497 eV.